1.
{"formula": "C56H162N14O18", "method": "ωB97M-V/def2-TZVPD", "total_charge": 0, "largest_force_ev_per_a": 3.99, "spin_multiplicity": 1, "orbital_gap_ev": 9.21, "homo_energy_ev": -8.8, "species": ["C", "C", "C", "O", "C", "N", "H", "H", "H", "H", "H", "H", "H", "H", "H", "H", "H", "C", "C", "C", "O", "C", "N", "H", "H", "H", "H", "H", "H", "H", "H", "H", "H", "H", "C", "C", "C", "O", "C", "N", "H", "H", "H", "H", "H", "H", "H", "H", "H", "H", "H", "C", "C", "C", "O", "C", "N", "H", "H", "H", "H", "H", "H", "H", "H", "H", "H", "H", "C", "C", "C", "O", "C", "N", "H", "H", "H", "H", "H", "H", "H", "H", "H", "H", "H", "C", "C", "C", "O", "C", "N", "H", "H", "H", "H", "H", "H", "H", "H", "H", "H", "H", "C", "C", "C", "O", "C", "N", "H", "H", "H", "H", "H", "H", "H", "H", "H", "H", "H", "C", "C", "C", "O", "C", "N", "H", "H", "H", "H", "H", "H", "H", "H", "H", "H", "H", "C", "C", "C", "O", "C", "N", "H", "H", "H", "H", "H", "H", "H", "H", "H", "H", "H", "C", "C", "C", "O", "C", "N", "H", "H", "H", "H", "H", "H", "H", "H", "H", "H", "H", "C", "C", "C", "O", "C", "N", "H", "H", "H", "H", "H", "H", "H", "H", "H", "H", "H", "C", "C", "C", "O", "C", "N", "H", "H", "H", "H", "H", "H", "H", "H", "H", "H", "H", "C", "C", "C", "O", "C", "N", "H", "H", "H", "H", "H", "H", "H", "H", "H", "H", "H", "C", "C", "C", "O", "C", "N", "H", "H", "H", "H", "H", "H", "H", "H", "H", "H", "H", "O", "H", "H", "O", "H", "H", "O", "H", "H", "O", "H", "H"], "xyz": [[-0.694, 4.604, -5.104], [-0.428, 5.928, -4.352], [-0.674, 7.233, -5.093], [-0.468, 8.417, -4.363], [0.886, 8.677, -4.167], [-1.140, 5.962, -3.067], [-1.660, 4.512, -5.602], [-0.660, 3.711, -4.434], [-0.001, 4.614, -5.904], [0.617, 5.953, -4.047], [-1.703, 7.265, -5.421], [-0.078, 7.383, -6.009], [1.547, 8.792, -5.101], [1.462, 7.873, -3.680], [1.007, 9.548, -3.671], [-0.877, 6.882, -2.715], [-2.160, 6.049, -3.286], [-0.696, 4.406, 2.553], [0.764, 4.869, 2.519], [1.057, 5.853, 3.623], [0.574, 7.071, 3.158], [0.569, 8.110, 4.128], [1.723, 3.740, 2.583], [-0.696, 3.504, 1.957], [-1.442, 5.065, 2.118], [-0.878, 4.265, 3.670], [0.976, 5.407, 1.575], [2.158, 6.085, 3.807], [0.697, 5.479, 4.639], [1.569, 8.314, 4.520], [-0.138, 7.933, 4.937], [0.240, 8.996, 3.633], [1.383, 2.973, 3.190], [2.546, 4.070, 3.004], [2.273, 0.025, 0.557], [1.533, 0.879, -0.464], [0.260, 0.105, -0.815], [0.696, -1.183, -1.256], [-0.187, -2.189, -0.975], [1.175, 2.236, -0.097], [3.168, 0.516, 0.935], [2.566, -0.966, 0.156], [1.571, -0.181, 1.379], [2.103, 0.969, -1.369], [-0.302, 0.629, -1.614], [-0.397, 0.112, 0.107], [-0.417, -2.212, 0.091], [0.332, -3.148, -1.278], [-1.051, -2.047, -1.618], [0.574, 2.326, 0.757], [2.024, 2.765, 0.050], [3.939, 5.276, 0.604], [4.156, 6.487, 1.440], [5.446, 6.429, 2.257], [5.482, 5.220, 3.012], [6.200, 5.317, 4.237], [4.240, 7.664, 0.577], [4.845, 5.241, -0.031], [2.992, 5.473, 0.103], [3.799, 4.280, 1.104], [3.351, 6.691, 2.122], [5.502, 7.257, 3.045], [6.282, 6.586, 1.505], [5.747, 6.092, 4.867], [7.219, 5.473, 4.151], [6.017, 4.366, 4.731], [3.429, 7.912, 0.080], [4.547, 8.371, 1.207], [-3.309, 3.427, 0.310], [-3.757, 2.474, -0.789], [-3.678, 3.042, -2.217], [-4.079, 2.006, -3.090], [-4.530, 2.560, -4.336], [-2.847, 1.272, -0.688], [-2.323, 3.756, 0.070], [-3.298, 2.952, 1.311], [-3.951, 4.284, 0.442], [-4.744, 2.135, -0.618], [-2.697, 3.435, -2.368], [-4.379, 3.863, -2.277], [-5.363, 3.230, -4.053], [-5.010, 1.772, -4.991], [-3.742, 3.135, -4.826], [-3.071, 0.634, -1.469], [-1.906, 1.572, -0.908], [-7.222, -1.830, -1.020], [-5.733, -1.923, -0.944], [-5.124, -1.517, -2.311], [-3.724, -1.609, -2.183], [-3.111, -1.662, -3.471], [-5.335, -1.047, 0.103], [-7.622, -2.340, -0.132], [-7.814, -2.169, -1.863], [-7.515, -0.751, -0.884], [-5.490, -3.010, -0.783], [-5.430, -0.416, -2.605], [-5.575, -2.183, -3.107], [-2.063, -1.346, -3.335], [-3.625, -0.889, -4.032], [-3.311, -2.606, -3.939], [-5.733, -0.120, -0.075], [-4.284, -0.810, 0.152], [-2.249, -3.099, -6.536], [-0.812, -2.760, -6.929], [-0.108, -1.841, -5.906], [-0.961, -0.748, -5.755], [-0.504, 0.337, -4.906], [-0.021, -4.010, -7.026], [-2.650, -3.693, -7.346], [-2.760, -2.145, -6.493], [-2.364, -3.544, -5.590], [-0.714, -2.198, -7.822], [0.909, -1.631, -6.391], [0.207, -2.286, -4.910], [-0.300, -0.114, -3.905], [-1.303, 1.088, -4.816], [0.456, 0.709, -5.252], [-0.422, -4.608, -7.792], [-0.044, -4.466, -6.105], [-1.652, -0.480, 2.465], [-2.240, 0.842, 3.036], [-3.735, 0.760, 3.167], [-4.126, 2.020, 3.713], [-5.443, 2.387, 3.768], [-1.627, 1.203, 4.276], [-1.580, -1.282, 3.182], [-0.615, -0.236, 2.191], [-2.227, -0.804, 1.596], [-2.009, 1.641, 2.305], [-4.118, -0.109, 3.708], [-4.208, 0.633, 2.184], [-5.637, 3.357, 4.183], [-6.001, 1.721, 4.444], [-5.866, 2.292, 2.713], [-2.161, 1.913, 4.618], [-1.673, 0.470, 4.992], [-6.337, -4.913, -4.369], [-4.941, -5.420, -4.034], [-5.066, -6.485, -2.914], [-5.713, -5.961, -1.750], [-5.446, -6.757, -0.537], [-4.421, -6.116, -5.156], [-6.842, -4.689, -3.426], [-6.825, -5.679, -4.930], [-6.248, -4.030, -5.020], [-4.266, -4.606, -3.711], [-4.147, -6.949, -2.674], [-5.692, -7.374, -3.310], [-4.389, -6.998, -0.486], [-5.984, -7.730, -0.556], [-5.856, -6.226, 0.315], [-3.429, -6.412, -5.112], [-4.620, -5.716, -6.082], [-3.057, -6.512, 5.079], [-2.467, -5.360, 4.354], [-3.256, -4.043, 4.347], [-4.447, -4.268, 3.553], [-5.113, -3.099, 3.188], [-1.063, -5.098, 4.864], [-4.083, -6.695, 4.787], [-3.005, -6.258, 6.139], [-2.564, -7.448, 4.914], [-2.436, -5.744, 3.277], [-2.538, -3.323, 3.953], [-3.646, -3.704, 5.346], [-5.367, -2.480, 4.103], [-6.020, -3.342, 2.601], [-4.558, -2.470, 2.518], [-0.632, -4.614, 4.121], [-0.640, -6.060, 4.916], [4.843, 1.514, 2.903], [4.622, 0.084, 3.458], [5.792, -0.756, 3.080], [6.928, -0.477, 3.945], [8.185, -0.770, 3.289], [4.402, 0.178, 4.850], [5.198, 1.444, 1.872], [5.648, 2.075, 3.501], [4.020, 2.256, 2.994], [3.720, -0.367, 3.033], [6.067, -0.646, 2.033], [5.559, -1.825, 3.164], [8.260, -0.819, 2.201], [8.550, -1.685, 3.715], [8.795, 0.086, 3.619], [5.062, 0.855, 5.240], [4.448, -0.799, 5.352], [0.239, -6.116, -0.492], [-0.471, -6.185, -1.851], [-1.216, -7.542, -1.936], [-1.717, -7.773, -3.220], [-2.415, -9.050, -3.350], [-1.387, -5.105, -2.044], [0.731, -5.141, -0.313], [1.037, -6.844, -0.600], [-0.489, -6.433, 0.283], [0.128, -6.260, -2.762], [-2.141, -7.487, -1.378], [-0.696, -8.411, -1.459], [-1.779, -9.858, -3.353], [-2.920, -8.927, -4.272], [-3.134, -9.110, -2.542], [-1.879, -4.776, -1.170], [-2.050, -5.406, -2.755], [1.851, -2.394, 6.979], [2.237, -3.374, 5.869], [1.419, -2.934, 4.656], [1.677, -3.793, 3.597], [1.081, -3.705, 2.282], [3.673, -3.217, 5.583], [2.510, -2.646, 7.842], [0.765, -2.498, 7.253], [2.018, -1.335, 6.753], [1.983, -4.453, 6.106], [1.820, -1.895, 4.472], [0.357, -2.881, 4.915], [0.072, -4.167, 2.295], [1.742, -4.163, 1.635], [0.920, -2.667, 1.928], [4.289, -3.611, 6.332], [4.044, -3.586, 4.722], [9.198, 2.023, 0.449], [8.399, 0.973, -0.315], [6.950, 1.467, -0.408], [5.891, 0.494, -0.483], [4.932, 0.702, -1.518], [8.994, 0.840, -1.659], [8.805, 1.937, 1.473], [9.054, 3.008, 0.081], [10.290, 1.748, 0.442], [8.473, 0.027, 0.254], [6.883, 2.157, -1.254], [6.764, 2.140, 0.523], [5.367, 0.799, -2.541], [4.327, 1.595, -1.324], [4.317, -0.175, -1.565], [10.008, 0.614, -1.552], [8.537, 0.111, -2.223], [2.732, 2.846, -3.156], [1.781, 3.107, -3.049], [3.065, 3.588, -3.645], [3.157, 0.202, -4.532], [3.085, -0.520, -3.904], [2.942, 0.994, -4.016], [-0.082, 3.015, -2.375], [0.387, 3.023, -1.439], [-0.624, 3.866, -2.443], [1.537, 0.736, 3.717], [0.753, 0.970, 4.256], [2.246, 0.724, 4.354]]}


2.
{"formula": "C56H30Cl5F15GeNO5P2RuS", "method": "ωB97M-V/def2-TZVPD", "total_charge": 0, "largest_force_ev_per_a": 1.95, "spin_multiplicity": 6, "orbital_gap_ev": [7.81, 5.85], "s2": 8.7626, "homo_energy_ev": [-7.8, -7.8], "species": ["Ru", "Cl", "C", "C", "Cl", "C", "Cl", "C", "O", "C", "Cl", "C", "Cl", "O", "P", "C", "P", "O", "C", "C", "C", "C", "C", "C", "C", "C", "C", "C", "C", "C", "C", "C", "C", "C", "C", "C", "C", "C", "C", "C", "C", "C", "H", "H", "H", "H", "H", "H", "H", "H", "H", "H", "H", "H", "H", "H", "H", "H", "H", "H", "H", "H", "H", "H", "F", "C", "C", "C", "F", "C", "F", "C", "F", "C", "F", "Ge", "S", "C", "C", "F", "C", "F", "C", "F", "C", "F", "C", "F", "C", "C", "F", "C", "F", "C", "F", "C", "F", "C", "F", "O", "C", "O", "H", "N", "C", "C", "C", "C", "C", "C", "H", "H", "H", "H", "H", "H", "H"], "xyz": [[-0.013, -0.312, -0.560], [0.099, 0.774, 6.735], [0.259, 0.944, 5.038], [0.308, -0.191, 4.227], [0.194, -1.748, 4.932], [0.448, -0.066, 2.858], [0.531, -1.444, 1.835], [0.502, 1.205, 2.211], [0.568, 1.343, 0.961], [0.466, 2.336, 3.083], [0.560, 3.871, 2.336], [0.347, 2.213, 4.454], [0.303, 3.609, 5.453], [-1.992, 1.253, -0.144], [-3.465, 1.222, -0.087], [-4.164, -0.347, -0.760], [-3.390, -1.781, 0.107], [-1.927, -1.656, 0.244], [-3.859, -3.203, -0.922], [-5.184, -3.510, -1.208], [-5.473, -4.547, -2.076], [-4.444, -5.270, -2.662], [-3.125, -4.976, -2.360], [-2.829, -3.949, -1.480], [-4.163, -1.885, 1.749], [-3.326, -2.336, 2.763], [-3.785, -2.405, 4.066], [-5.085, -2.026, 4.357], [-5.928, -1.597, 3.345], [-5.474, -1.531, 2.039], [-4.038, 1.387, 1.629], [-3.153, 0.971, 2.617], [-3.513, 1.065, 3.948], [-4.752, 1.582, 4.290], [-5.627, 2.016, 3.305], [-5.274, 1.918, 1.971], [-4.200, 2.522, -1.130], [-3.383, 3.601, -1.442], [-3.847, 4.620, -2.253], [-5.140, 4.568, -2.750], [-5.961, 3.496, -2.438], [-5.496, 2.473, -1.630], [-3.831, -0.394, -1.804], [-5.249, -0.395, -0.700], [-5.983, -2.943, -0.752], [-6.500, -4.792, -2.302], [-4.673, -6.074, -3.345], [-2.321, -5.540, -2.809], [-1.805, -3.709, -1.236], [-2.311, -2.612, 2.518], [-3.130, -2.746, 4.852], [-5.443, -2.062, 5.376], [-6.941, -1.306, 3.579], [-6.143, -1.192, 1.261], [-2.185, 0.579, 2.332], [-2.821, 0.738, 4.709], [-5.033, 1.655, 5.328], [-6.585, 2.437, 3.569], [-5.947, 2.263, 1.198], [-2.384, 3.632, -1.030], [-3.210, 5.457, -2.496], [-5.510, 5.363, -3.380], [-6.968, 3.462, -2.827], [-6.145, 1.645, -1.386], [6.244, 1.812, -1.268], [5.956, 1.144, -2.396], [5.204, -0.010, -2.309], [4.863, -0.643, -3.493], [4.127, -1.754, -3.425], [5.249, -0.154, -4.731], [4.854, -0.758, -5.855], [6.033, 0.995, -4.790], [6.406, 1.487, -5.972], [6.400, 1.643, -3.614], [7.137, 2.756, -3.669], [4.354, -0.668, -0.632], [2.271, -0.904, -1.174], [4.975, -2.523, -0.231], [4.541, -3.049, 0.971], [3.886, -2.212, 1.800], [4.773, -4.364, 1.339], [4.348, -4.839, 2.512], [5.468, -5.189, 0.456], [5.688, -6.465, 0.771], [5.947, -4.677, -0.746], [6.640, -5.461, -1.573], [5.699, -3.347, -1.070], [6.195, -2.843, -2.201], [5.200, 0.319, 0.896], [4.536, 1.168, 1.755], [3.237, 1.388, 1.548], [5.186, 1.795, 2.813], [4.517, 2.612, 3.629], [6.544, 1.559, 3.009], [7.185, 2.153, 4.013], [7.234, 0.699, 2.155], [8.534, 0.467, 2.345], [6.546, 0.093, 1.115], [7.188, -0.734, 0.275], [-1.463, -0.435, -2.514], [-1.052, -1.583, -2.780], [-0.215, -2.206, -2.124], [-1.484, -2.072, -3.683], [0.188, 1.810, -1.829], [1.364, 2.287, -2.375], [1.688, 2.029, -3.710], [2.855, 2.527, -4.253], [3.720, 3.284, -3.474], [3.416, 3.525, -2.140], [2.249, 3.036, -1.589], [-0.539, 1.524, -2.481], [-0.159, 2.308, -1.014], [1.008, 1.440, -4.307], [3.094, 2.328, -5.288], [4.614, 3.698, -3.913], [4.103, 4.098, -1.533], [1.994, 3.233, -0.558]]}


3.
{"formula": "C56H33AgAsF15GeN2PS", "method": "ωB97M-V/def2-TZVPD", "total_charge": -1, "largest_force_ev_per_a": 5.35, "spin_multiplicity": 1, "relative_energy_kj_mol": 232.1, "orbital_gap_ev": 6.88, "homo_energy_ev": -4.7, "species": ["Ag", "C", "C", "C", "C", "C", "C", "N", "N", "C", "C", "C", "C", "C", "C", "H", "H", "H", "H", "H", "H", "H", "H", "H", "C", "C", "As", "C", "C", "C", "C", "C", "C", "C", "C", "C", "C", "C", "C", "P", "C", "C", "C", "C", "C", "C", "C", "C", "C", "C", "C", "C", "H", "H", "H", "H", "H", "H", "H", "H", "H", "H", "H", "H", "H", "H", "H", "H", "H", "H", "H", "H", "H", "H", "H", "H", "F", "C", "C", "C", "F", "C", "F", "C", "F", "C", "F", "Ge", "S", "C", "C", "F", "C", "F", "C", "F", "C", "F", "C", "F", "C", "C", "F", "C", "F", "C", "F", "C", "F", "C", "F"], "xyz": [[0.838, -1.869, 0.385], [5.982, -2.749, -2.538], [4.622, -2.870, -2.773], [3.730, -2.854, -1.706], [4.198, -2.722, -0.411], [5.560, -2.591, -0.166], [6.447, -2.601, -1.232], [3.166, -2.764, 0.610], [3.568, -2.623, 1.752], [2.545, -2.533, 2.781], [3.008, -2.883, 4.049], [2.166, -2.762, 5.141], [0.874, -2.277, 4.937], [0.443, -1.959, 3.654], [1.267, -2.047, 2.521], [6.680, -2.772, -3.366], [4.248, -2.972, -3.784], [2.659, -2.939, -1.862], [5.904, -2.490, 0.855], [7.507, -2.486, -1.044], [4.012, -3.286, 4.157], [2.508, -3.034, 6.132], [0.209, -2.138, 5.785], [-0.571, -1.587, 3.541], [0.788, 2.264, -0.352], [1.467, 3.615, -0.198], [0.238, 5.145, -0.404], [-0.354, 4.815, -2.232], [-1.515, 5.445, -2.683], [-1.942, 5.295, -3.996], [-1.201, 4.524, -4.885], [-0.031, 3.916, -4.454], [0.393, 4.065, -3.137], [-1.229, 4.329, 0.604], [-1.102, 4.362, 1.993], [-2.056, 3.761, 2.807], [-3.158, 3.133, 2.239], [-3.293, 3.100, 0.858], [-2.333, 3.692, 0.043], [1.775, 0.722, -0.063], [2.648, 1.046, 1.501], [3.965, 0.655, 1.735], [4.513, 0.735, 3.011], [3.750, 1.198, 4.071], [2.431, 1.581, 3.850], [1.885, 1.501, 2.580], [3.022, 0.919, -1.407], [4.221, 1.633, -1.360], [5.003, 1.785, -2.500], [4.597, 1.230, -3.707], [3.405, 0.519, -3.770], [2.628, 0.361, -2.628], [0.398, 2.127, -1.361], [-0.074, 2.204, 0.313], [2.273, 3.758, -0.919], [1.911, 3.718, 0.792], [-2.098, 6.054, -2.000], [-2.852, 5.783, -4.326], [-1.536, 4.400, -5.908], [0.556, 3.316, -5.140], [1.314, 3.584, -2.829], [-0.242, 4.844, 2.447], [-1.937, 3.781, 3.883], [-3.902, 2.662, 2.870], [-4.140, 2.598, 0.406], [-2.436, 3.621, -1.033], [4.562, 0.241, 0.928], [5.534, 0.410, 3.176], [4.168, 1.233, 5.069], [1.819, 1.923, 4.676], [0.845, 1.772, 2.432], [4.547, 2.083, -0.431], [5.928, 2.347, -2.446], [5.211, 1.345, -4.592], [3.089, 0.066, -4.702], [1.700, -0.206, -2.675], [-4.219, -4.783, 0.833], [-4.235, -4.722, -0.511], [-3.749, -3.625, -1.191], [-3.939, -3.649, -2.568], [-3.563, -2.614, -3.333], [-4.534, -4.700, -3.235], [-4.706, -4.672, -4.562], [-4.962, -5.795, -2.515], [-5.531, -6.831, -3.138], [-4.820, -5.803, -1.145], [-5.266, -6.851, -0.442], [-2.656, -2.091, -0.513], [-0.790, -2.034, -1.500], [-2.626, -2.227, 1.453], [-3.175, -1.334, 2.359], [-3.695, -0.156, 1.972], [-3.217, -1.591, 3.717], [-3.766, -0.713, 4.566], [-2.683, -2.766, 4.203], [-2.726, -3.026, 5.512], [-2.094, -3.664, 3.341], [-1.566, -4.791, 3.818], [-2.061, -3.374, 1.995], [-1.467, -4.271, 1.204], [-3.836, -0.536, -0.902], [-3.286, 0.713, -1.158], [-1.970, 0.928, -1.069], [-4.051, 1.817, -1.477], [-3.482, 3.007, -1.713], [-5.423, 1.695, -1.541], [-6.176, 2.754, -1.849], [-6.014, 0.480, -1.268], [-7.347, 0.370, -1.306], [-5.218, -0.604, -0.949], [-5.875, -1.739, -0.653]]}